No. 1
2 unconnected molecules or ions with the total composition C6H9BrF2O4. Source: the OMol25 dataset; level of theory: ωB97M-V with the def2-TZVPD basis set.

Total energy (eV): -90031.2566
Net charge: -2
LUMO level (eV): 4.5

Each line ends with the Löwdin charge.
Geometry (Å):
C: 0.7470 0.6351 -1.2879  -0.107
C: 1.4909 -0.6514 -1.3050  -0.380
F: 2.2724 -0.8143 -2.4874  -0.077
C: 0.7100 -1.9637 -1.2134  -0.620
Br: -1.1301 -1.8888 -1.7970  0.775
O: 0.6734 -2.4437 0.1459  0.021
C: 1.3794 -3.4921 0.5028  -0.568
O: 1.2182 -4.1713 1.4556  0.175
F: 2.3804 -3.7587 -0.3775  0.100
H: 0.2671 0.8639 -0.2803  0.051
H: 1.4704 1.4412 -1.4246  0.079
H: 0.0062 0.6951 -2.0869  0.052
H: 2.1936 -0.6694 -0.4661  0.148
H: 1.1805 -2.6951 -1.8568  0.086
O: -3.5278 2.6780 2.3039  -0.462
C: -2.6145 2.3600 1.3508  -0.592
C: -1.1094 2.3707 1.7791  -0.509
O: -0.1846 2.0689 0.8064  -0.417
H: -2.6418 3.0373 0.4472  0.057
H: -2.7583 1.3295 0.9041  0.060
H: -1.0671 1.6818 2.6619  0.064
H: -0.9559 3.3870 2.2251  0.062


No. 2
A gas-phase ion, C6H9BrN3O2 (charge +1). Source: the OMol25 dataset; level of theory: ωB97M-V with the def2-TZVPD basis set.

Total energy (eV): -84960.6466
Multiplicity: 3
Net charge: +1
LUMO level (alpha / beta) (eV): -4.6 / -8.5

Each line ends with the Mulliken spin population.
Geometry (Å):
C: 1.9727 -1.3866 -0.8864  0.545
C: 1.1271 -0.3084 -1.0362  0.584
C: 0.7154 -1.1380 0.9903  0.217
C: -0.8438 1.2803 1.7799  0.003
C: -2.0077 0.3360 -0.4256  0.009
C: -0.7443 0.8406 0.2388  -0.005
N: 0.3203 -0.1981 0.0821  0.073
N: 1.6772 -1.8471 0.3903  -0.046
N: 0.9808 0.5420 -2.2316  0.104
O: 1.2638 0.0759 -3.2834  0.267
O: 0.5452 1.6453 -2.0490  0.191
Br: -0.0185 -1.6147 2.6586  0.064
H: 2.7611 -1.7351 -1.4452  0.004
H: -1.3804 0.6138 2.5443  0.000
H: -1.5382 2.1903 1.8400  0.000
H: 0.1822 1.3039 2.2036  0.001
H: -2.7551 1.1462 -0.4940  -0.001
H: -2.2786 -0.6316 0.0555  0.000
H: -1.6324 -0.0668 -1.4305  -0.002
H: -0.4333 1.6746 -0.3303  -0.004
H: 2.0865 -2.7226 0.8286  -0.002


No. 3
A molecular structure, C6H9CeF2NO5S2. Source: the OMol25 dataset; level of theory: ωB97M-V with the def2-TZVPD basis set.

Total energy (eV): -58105.4584
Multiplicity: 3
Net charge: +2
LUMO level (alpha / beta) (eV): -8.3 / -10.8

Each line ends with the Mulliken spin population.
Geometry (Å):
N: -1.8569 -2.0782 -2.0261  0.385
S: -2.5559 -3.4401 -2.2629  0.826
O: -3.2783 -3.4299 -3.5344  0.751
S: -1.9438 -1.5350 -0.4037  0.032
O: -2.1750 -0.0479 -0.6969  0.005
C: -0.0564 -1.6609 -0.0644  0.001
F: 0.0940 -2.9593 0.2493  0.002
F: 0.5965 -1.4649 -1.2161  -0.009
O: -1.2815 -0.2981 2.2548  -0.002
C: -0.0738 -0.8986 2.5189  -0.002
C: 0.8203 -0.8248 1.2951  0.002
O: 0.8408 0.4901 0.8784  -0.004
C: 2.0059 1.0619 0.2650  0.001
C: 1.5728 1.9593 -0.8685  -0.002
O: 0.7065 2.9851 -0.3895  0.001
C: -0.6044 2.8586 -0.6265  -0.002
Ce: -1.5408 1.2279 1.0132  0.012
H: -0.1907 -1.9750 2.7623  0.000
H: 0.4901 -0.4300 3.3495  0.000
H: 1.8147 -1.2826 1.3827  0.001
H: 2.6495 0.2692 -0.1344  0.001
H: 2.5335 1.6277 1.0430  0.000
H: 1.0588 1.3775 -1.6462  -0.001
H: 2.4578 2.4451 -1.2951  0.000
H: -1.1820 3.7380 -0.3328  -0.003
H: -0.9017 2.2849 -1.5148  0.003


No. 4
6 unconnected molecules or ions with the total composition C6H9Cl15. Source: the OMol25 dataset; level of theory: ωB97M-V with the def2-TZVPD basis set.

Total energy (eV): -194204.1988
SMILES: ClC(Cl)Cl.ClC(Cl)Cl.ClC(Cl)Cl.ClCCl.ClCCl.ClCCl
Relative energy (zero: lowest compared OMol25 entry of this formula, charge and spin) (kcal per mole): 1.3
Net charge: 0
LUMO level (eV): 0.2

Each line ends with the Löwdin charge.
Geometry (Å):
Cl: 1.3694 3.9249 -1.6733  0.523
C: 0.3426 3.6140 -3.0644  -1.585
Cl: 0.7187 4.6597 -4.4344  0.541
Cl: -1.3429 3.6770 -2.5679  0.501
H: 0.4873 2.5932 -3.3969  -0.019
Cl: 3.4607 -4.1252 -0.9013  0.526
C: 3.3870 -2.8771 0.3567  -1.544
Cl: 4.9726 -2.2510 0.7519  0.549
Cl: 2.5912 -3.5918 1.7949  0.493
H: 2.7142 -2.0923 0.0358  -0.035
Cl: -1.2768 1.6535 0.5648  0.546
C: -0.8274 0.0657 -0.0256  -1.509
Cl: 0.4067 -0.7277 0.9706  0.556
Cl: -0.1947 0.2123 -1.6894  0.523
H: -1.7376 -0.5199 -0.0200  -0.051
Cl: -4.7203 2.2478 -2.3129  0.498
C: -5.0319 0.9638 -1.1251  -1.026
Cl: -4.1024 -0.4850 -1.4080  0.559
H: -4.7441 1.3846 -0.1665  0.017
H: -6.0947 0.7516 -1.1058  0.029
Cl: 4.9353 1.4009 1.6332  0.495
C: 3.2469 1.4282 1.0834  -1.010
Cl: 2.3935 2.8210 1.8323  0.471
H: 3.1992 1.6508 0.0252  0.011
H: 2.7643 0.5005 1.3562  -0.038
Cl: -2.2535 -1.9117 2.7540  0.490
C: -1.2269 -3.3751 2.7028  -1.027
Cl: -2.1898 -4.8528 2.5962  0.514
H: -0.6038 -3.2950 1.8219  -0.027
H: -0.6429 -3.4449 3.6116  0.026